*i*
Formula: C2H5NO2
Source: the OMol25 dataset
Level of theory: ωB97M-V/def2-TZVPD

Positions of all 10 atoms, in Å:
O 1.669 0.660 -0.251
O 0.441 -1.143 -0.839
N -1.306 -0.853 -0.250
C 0.682 -0.222 0.111
C -0.898 0.414 0.181
H 2.343 0.721 0.440
H 0.809 -0.618 1.127
H -1.584 -0.846 -1.229
H -0.987 1.257 -0.501
H -1.168 0.629 1.212

Computed properties:
E_HOMO (alpha / beta): -9.352 / -9.354 eV
net charge: 0

Atomic partial charges in e from the Mulliken method, atoms 1 to 8: -0.502, -0.501, -0.296, 0.353, -0.529, 0.340, 0.290, 0.313



*ii*
Formula: C2H5NO2
Source: the OMol25 dataset
Level of theory: ωB97M-V/def2-TZVPD

Positions of all 10 atoms, in Å:
O -1.377 0.696 0.845
O -0.750 0.002 -1.183
N 1.569 -1.048 -0.013
C -0.491 0.365 0.107
C 0.981 0.196 0.429
H 1.067 0.266 1.512
H 1.513 1.035 -0.019
H 1.199 -1.845 0.484
H 1.436 -1.198 -1.009
H -1.706 0.124 -1.276

Computed properties:
E_HOMO: -9.574 eV
net charge: 0

Atomic partial charges in e from the Mulliken method, atoms 1 to 8: -0.545, -0.452, -0.581, 0.649, -0.506, 0.321, 0.272, 0.242



*iii*
Formula: C2H5NO2
Source: the OMol25 dataset
Level of theory: ωB97M-V/def2-TZVPD

Positions of all 10 atoms, in Å:
O -1.904 -0.495 -0.113
O -0.476 1.280 0.038
N 1.870 -0.012 -0.174
C -0.702 -0.093 0.123
C 0.668 -0.917 0.101
H 1.917 0.882 -0.720
H 0.997 -1.536 0.970
H 0.677 -1.261 -0.918
H 2.038 0.355 0.830
H 0.531 1.425 0.313

Computed properties:
E_HOMO: -10.013 eV
net charge: 0

Atomic partial charges in e from the Mulliken method, atoms 1 to 8: -0.567, -0.469, -0.795, 0.507, -0.196, 0.294, 0.361, 0.233



*iv*
Formula: C2H5NO2
Source: the OMol25 dataset
Level of theory: ωB97M-V/def2-TZVPD

Positions of all 10 atoms, in Å:
O 2.368 -1.141 0.405
O 2.855 0.641 -0.590
N 2.155 -0.051 0.014
C -0.346 -0.376 -0.297
C 0.695 0.512 0.335
H -0.029 -1.420 -0.146
H -0.293 -0.336 -1.352
H 0.656 1.626 0.091
H 0.785 0.439 1.374
H -1.499 -0.206 -0.108

Computed properties:
E_HOMO: -10.913 eV
net charge: 0

Atomic partial charges in e from the Mulliken method, atoms 1 to 8: -0.539, -0.558, 0.869, -1.023, -0.253, 0.338, 0.344, 0.282



Quick one: least stable of them? *i*



*i*
Formula: C2H5NO2
Source: the OMol25 dataset
Level of theory: ωB97M-V/def2-TZVPD

Positions of all 10 atoms, in Å:
O -1.720 -0.571 0.379
O 1.765 -0.066 0.709
N -0.078 0.553 -0.693
C 0.987 -0.360 -0.454
C -1.254 0.484 0.033
H 1.722 -0.441 -1.245
H 0.536 -1.334 -0.263
H -1.723 1.438 0.303
H 0.129 1.415 -1.160
H 1.375 -0.391 1.525

Computed properties:
E_HOMO: -10.270 eV
net charge: 0

Atomic partial charges in e from the Mulliken method, atoms 1 to 8: -0.507, -0.556, -0.143, -0.419, 0.069, 0.285, 0.358, 0.337



*ii*
Formula: C2H5NO2
Source: the OMol25 dataset
Level of theory: ωB97M-V/def2-TZVPD

Positions of all 10 atoms, in Å:
O 0.520 1.977 0.285
O -0.709 -0.032 1.525
N -0.243 -1.672 0.051
C -0.227 -0.330 0.448
C 0.365 0.746 -0.446
H 0.467 -2.063 -0.610
H -0.375 2.196 0.257
H 1.338 0.634 -0.890
H -0.349 0.878 -1.273
H -0.785 -2.332 0.654

Computed properties:
E_HOMO: -10.085 eV
net charge: 0

Atomic partial charges in e from the Mulliken method, atoms 1 to 8: -0.464, -0.560, -0.423, 0.579, -0.493, 0.222, 0.300, 0.339



*iii*
Formula: C2H5NO2
Source: the OMol25 dataset
Level of theory: ωB97M-V/def2-TZVPD

Positions of all 10 atoms, in Å:
O 1.307 0.273 1.208
O -0.724 -0.233 -1.653
N -0.867 -0.395 1.090
C 0.340 0.358 -1.034
C 0.287 0.041 0.496
H -0.854 -0.237 2.094
H 1.355 0.266 -1.498
H 0.062 1.512 -1.055
H -1.560 -0.969 0.568
H -1.359 -0.518 -0.946

Computed properties:
E_HOMO: -9.834 eV
net charge: 0

Atomic partial charges in e from the Mulliken method, atoms 1 to 8: -0.605, -0.511, -0.427, -0.144, 0.504, 0.241, 0.289, 0.171



*iv*
Formula: C2H5NO2
Source: the OMol25 dataset
Level of theory: ωB97M-V/def2-TZVPD

Positions of all 10 atoms, in Å:
O 2.266 1.076 0.124
O -1.833 0.225 0.271
N -1.376 1.499 -0.118
C 0.839 -0.975 -0.066
C 1.351 0.354 0.015
H 1.319 -1.638 0.656
H -1.982 0.315 1.224
H -1.334 1.439 -1.137
H 1.005 -1.344 -1.079
H -0.256 -0.951 0.109

Computed properties:
E_HOMO (alpha / beta): -6.726 / -9.123 eV
net charge: 0

Atomic partial charges in e from the Mulliken method, atoms 1 to 8: -0.355, -0.370, -0.327, -0.624, 0.296, 0.296, 0.363, 0.232



Quick one: least stable of them? *iv*



*i*
Formula: C2H5NO2
Source: the OMol25 dataset
Level of theory: ωB97M-V/def2-TZVPD

Positions of all 10 atoms, in Å:
O -1.569 -0.955 -0.219
O 2.404 -0.201 -0.289
N 0.860 -0.554 0.170
C 0.215 0.541 -0.039
C -1.304 0.370 -0.063
H -1.944 0.831 -0.723
H -0.765 -1.337 0.101
H 0.845 1.388 -0.199
H 2.999 -0.899 0.413
H -1.741 0.817 0.847

Computed properties:
E_HOMO: -10.340 eV
net charge: 0

Atomic partial charges in e from the Mulliken method, atoms 1 to 8: -0.525, -0.504, -0.279, -0.006, -0.465, 0.325, 0.424, 0.473



*ii*
Formula: C2H5NO2
Source: the OMol25 dataset
Level of theory: ωB97M-V/def2-TZVPD

Positions of all 10 atoms, in Å:
O 1.097 0.562 -1.908
O -1.177 1.090 -0.524
N 0.640 -0.119 -0.752
C -0.400 0.261 -0.030
C -0.577 -0.574 1.237
H 1.402 -0.682 -0.514
H 0.700 1.498 -1.822
H -0.219 -1.575 0.969
H 0.188 -0.014 1.814
H -1.655 -0.447 1.530

Computed properties:
E_HOMO: -9.625 eV
net charge: 0

Atomic partial charges in e from the Mulliken method, atoms 1 to 8: -0.427, -0.654, -0.074, 0.683, -0.867, 0.184, 0.347, 0.292



*iii*
Formula: C2H5NO2
Source: the OMol25 dataset
Level of theory: ωB97M-V/def2-TZVPD

Positions of all 10 atoms, in Å:
O 0.144 -0.046 2.576
O -0.338 -0.800 -0.771
N 0.378 0.112 1.201
C -0.358 -0.658 0.594
C 0.208 0.228 -1.739
H 0.360 1.251 -1.129
H 1.195 -0.102 -2.214
H -0.692 0.446 -2.353
H -1.183 -1.373 0.973
H 0.287 0.943 2.864

Computed properties:
E_HOMO: -9.387 eV
net charge: 0

Atomic partial charges in e from the Mulliken method, atoms 1 to 8: -0.388, -0.361, -0.399, 0.261, -0.526, 0.267, 0.234, 0.243



Quick one: least stable of them? *i*



*i*
Formula: C2H5NO2
Source: the OMol25 dataset
Level of theory: ωB97M-V/def2-TZVPD

Positions of all 10 atoms, in Å:
O -0.626 -0.613 1.948
O -0.801 -1.411 2.966
N 0.651 -0.209 0.019
C 0.544 -0.805 1.282
C -0.292 0.893 -0.052
H 1.264 0.078 1.787
H 1.069 -1.667 1.591
H -1.355 0.555 -0.397
H 0.087 1.672 -0.812
H -0.394 1.252 1.050

Computed properties:
E_HOMO (alpha / beta): -10.262 / -9.340 eV
net charge: 0

Atomic partial charges in e from the Mulliken method, atoms 1 to 8: 0.085, -0.408, -0.341, -0.244, -0.586, 0.272, 0.464, 0.213



*ii*
Formula: C2H5NO2
Source: the OMol25 dataset
Level of theory: ωB97M-V/def2-TZVPD

Positions of all 10 atoms, in Å:
O 0.095 1.880 -0.049
O 2.086 0.817 -0.042
N 0.187 -0.389 0.048
C -1.308 -0.437 0.001
C 0.745 0.847 0.033
H 2.423 -0.089 0.000
H -1.579 -1.494 -0.013
H -1.701 0.044 0.899
H 0.735 -1.234 0.022
H -1.684 0.055 -0.898

Computed properties:
E_HOMO: -10.103 eV
net charge: 0

Atomic partial charges in e from the Mulliken method, atoms 1 to 8: -0.576, -0.463, -0.219, -0.734, 0.672, 0.304, 0.317, 0.249



Quick one: least stable of them? *i*